Here is C37H27BrIN5O3SSr as an isolated structure from the Open Molecules 2025 dataset. Energies are from ωB97M-V with the def2-TZVPD basis set.

Energy above the lowest of the compared OMol25 structures with the same formula, charge and spin = 49.4 kJ/mol
Lowest unoccupied orbital energy = -0.10 eV
HOMO = -7.1 eV
Total charge = 0
Calculated total energy = -5226.3900 hartree
HOMO-LUMO gap = 7.0 eV

```
76
Properties=species:S:1:pos:R:3:forces:R:3:mulliken_charge:R:1
Sr -0.252930 0.664182 -0.265011 0.057 -0.002 -0.362 1.76
C 0.991437 -2.166928 3.509671 -0.002 -0.007 0.002 -1.05
C 0.565392 -1.699005 2.260714 -0.031 0.009 -0.019 -0.32
N 1.060390 -0.627285 1.681255 0.126 0.135 0.000 0.39
C 2.033252 0.062811 2.319961 -0.004 0.016 -0.034 -0.11
C 2.540896 -0.340951 3.561288 0.024 -0.008 0.048 1.13
C 1.982015 -1.484349 4.157390 0.015 0.013 0.013 -0.80
C 3.605110 0.396054 4.182591 -0.016 -0.016 -0.007 -0.98
C 4.144258 1.472483 3.579539 -0.008 0.010 -0.026 -1.02
C 3.644924 1.926345 2.312433 0.038 0.023 0.018 0.99
C 4.179804 3.046783 1.652475 0.012 -0.005 0.030 -0.60
C 3.653604 3.447736 0.454618 -0.002 0.015 -0.011 -0.99
C 2.568398 2.733469 -0.070307 -0.021 -0.003 0.012 -0.54
N 2.049112 1.682855 0.528234 -0.002 -0.114 0.087 0.68
C 2.582284 1.254614 1.693305 -0.054 -0.027 -0.011 -0.40
H 0.533081 -3.044213 3.943202 -0.009 0.000 -0.014 0.47
H -0.205608 -2.227830 1.711849 -0.001 -0.006 0.006 0.42
H 2.342891 -1.806795 5.126593 -0.002 -0.002 -0.003 0.41
H 3.970442 0.058946 5.144773 -0.006 -0.005 -0.002 0.40
H 4.955886 2.020284 4.042222 -0.002 0.004 -0.008 0.39
H 5.006782 3.581575 2.104497 -0.003 -0.001 -0.003 0.42
H 4.047704 4.301656 -0.077791 -0.012 -0.003 -0.010 0.42
H 2.102572 3.024198 -1.006702 0.012 0.011 -0.007 0.54
I 2.115208 -1.059669 -2.087646 0.001 0.001 -0.024 0.11
C 1.844761 -0.008684 -3.900049 0.045 -0.129 0.190 0.27
C 2.584995 -0.428389 -4.966262 -0.071 0.122 -0.084 -0.80
C 2.425566 0.230606 -6.206044 0.035 -0.051 0.025 -0.49
C 1.539929 1.260795 -6.319230 -0.016 0.029 -0.028 -0.89
C 0.769765 1.693016 -5.211078 0.000 -0.022 0.063 1.01
C -0.153494 2.759800 -5.340182 0.014 0.007 -0.045 -0.81
C -0.890019 3.160719 -4.265835 -0.023 0.007 0.059 -0.95
C -0.730283 2.513543 -3.015459 0.077 -0.018 -0.045 -0.27
C 0.149462 1.469898 -2.798793 -0.077 -0.157 0.340 -0.02
C 0.906496 1.059092 -3.939452 0.009 0.075 -0.162 -0.12
H 3.281465 -1.249452 -4.868816 0.005 -0.001 -0.009 0.40
H 3.009002 -0.091487 -7.059385 0.000 -0.002 0.007 0.37
H 1.410167 1.768790 -7.268709 0.000 -0.004 0.008 0.35
H -0.260410 3.243322 -6.304899 0.000 -0.003 0.003 0.33
H -1.598918 3.975271 -4.367616 0.002 -0.001 -0.005 0.42
H -1.343578 2.878802 -2.190238 -0.027 0.039 -0.040 0.33
C 1.320105 -6.917342 -1.368031 -0.024 0.024 0.018 -1.10
C 0.095349 -6.413134 -0.600184 0.096 0.021 -0.049 -0.22
C 0.093234 -4.953796 -0.473172 -0.123 -0.036 -0.051 0.11
N 0.075921 -3.807997 -0.403316 0.062 -0.028 0.112 -0.13
H 1.281448 -8.002252 -1.449180 0.008 -0.001 -0.005 0.34
H 2.239946 -6.639355 -0.856057 0.001 -0.006 -0.002 0.31
H 1.347728 -6.494283 -2.370825 0.000 -0.005 -0.002 0.32
H 0.062318 -6.841574 0.402015 -0.013 0.009 0.011 0.27
H -0.825603 -6.703020 -1.108084 -0.025 0.018 0.010 0.20
O -1.210330 0.609455 4.435923 0.048 -0.063 -0.018 -0.70
C -1.749233 1.231593 3.540885 -0.195 0.140 -0.019 0.11
N -1.630528 1.002077 2.204081 0.251 -0.133 -0.191 -0.05
S -2.359819 2.106727 1.321091 -0.026 0.205 0.230 1.04
O -1.359778 2.965036 0.682473 -0.056 -0.155 -0.019 -0.56
O -3.239006 1.472666 0.365424 -0.203 0.056 -0.016 -0.59
C -3.153453 2.978240 2.635190 0.057 -0.087 0.087 0.17
C -4.011400 4.057690 2.631726 -0.040 0.027 -0.068 -0.55
C -4.420409 4.547218 3.867137 0.003 -0.010 -0.007 -0.53
C -3.967742 3.968765 5.049669 0.027 -0.033 -0.005 -0.44
C -3.096553 2.884894 5.028346 -0.036 0.035 0.055 -0.54
C -2.695300 2.392866 3.802862 0.050 -0.026 -0.049 0.01
H -4.354082 4.502864 1.707326 0.004 0.005 0.005 0.46
H -5.097759 5.389919 3.910058 0.000 0.000 -0.007 0.39
H -4.299791 4.372101 5.997585 -0.001 0.000 -0.001 0.39
H -2.730788 2.424249 5.936688 -0.003 0.005 -0.004 0.50
Br -4.061764 -5.179658 -2.464782 -0.005 -0.019 0.003 -0.15
C -3.198519 -3.594189 -1.905857 0.018 0.021 -0.028 0.21
C -3.420931 -3.101691 -0.633163 0.012 -0.024 -0.002 -0.77
C -2.732592 -1.959625 -0.261986 0.046 0.030 0.036 -0.44
N -1.877561 -1.329234 -1.066203 0.004 0.061 -0.005 0.59
C -1.701280 -1.805127 -2.298720 0.021 0.022 0.034 -0.41
C -2.341566 -2.938646 -2.769719 -0.021 -0.029 0.007 -0.89
H -4.098616 -3.590533 0.051076 0.000 0.010 0.008 0.46
H -2.867580 -1.532822 0.726520 -0.013 0.026 -0.018 0.41
H -1.011452 -1.256543 -2.931289 -0.010 0.005 -0.001 0.39
H -2.164428 -3.298146 -3.772611 0.004 0.007 -0.003 0.48
```
Positions in Å, forces in eV/Å.



Here is C37H27CdCl3IN2O4P as an isolated structure from the Open Molecules 2025 dataset. Energies are from ωB97M-V with the def2-TZVPD basis set.

Energy above the lowest of the compared OMol25 structures with the same formula, charge and spin = 44.2 kJ/mol
Lowest unoccupied orbital energy = 0.01 eV
HOMO = -7.5 eV
Total charge = 0
Calculated total energy = -4024.0692 hartree
HOMO-LUMO gap = 7.5 eV

```
76
Properties=species:S:1:pos:R:3:forces:R:3:mulliken_charge:R:1
Cd -1.257196 -0.066187 0.480906 -0.461 0.712 0.719 4.40
Cl -2.824618 3.565862 -2.657291 -0.292 0.106 -0.333 -0.22
C -2.524351 3.914501 -0.985394 0.388 1.042 -1.779 0.64
C -2.442322 5.259898 -0.618067 -0.287 -0.023 2.684 -0.55
C -2.173288 5.491036 0.728551 0.519 -0.804 -0.545 0.21
Cl -2.177254 7.092984 1.443476 -0.056 -0.326 -0.437 -0.26
C -1.770623 4.384837 1.570088 -0.472 0.411 0.176 0.02
C -1.467845 4.528525 2.922847 0.603 -0.475 0.809 -0.79
C -0.998263 3.468028 3.660808 -0.915 -0.518 -0.673 -1.15
C -0.963101 2.153902 3.132498 0.242 0.107 -0.746 -0.33
N -1.305582 1.979618 1.869336 -0.580 0.247 -0.435 -0.17
C -1.734195 3.041029 1.121730 0.230 1.131 -0.390 0.22
C -2.148240 2.856085 -0.235700 0.141 -3.962 0.453 -0.21
O -2.186362 1.616617 -0.722291 0.231 0.543 0.444 -0.77
H -2.726563 6.055520 -1.271900 -0.008 0.249 -0.373 0.52
H -1.596493 5.441503 3.476920 0.044 0.431 -0.306 0.41
H -0.858514 3.687825 4.673547 0.552 -0.201 1.448 0.44
H -0.658067 1.215776 3.650798 -0.120 1.101 -0.130 0.39
Cl 0.071322 -4.794146 5.704662 -0.136 0.171 -0.350 -0.27
C 0.179582 -3.527536 4.492410 0.258 1.005 0.865 0.13
C 1.365471 -2.819445 4.389444 -0.194 -0.970 -0.122 -0.26
C 1.453327 -1.777805 3.445473 1.854 -0.567 1.543 -0.18
I 3.293389 -0.679258 3.312479 -0.858 -0.502 0.009 -0.06
C 0.428328 -1.412959 2.618745 -0.003 -0.171 -0.046 -0.64
O 0.594613 -0.500131 1.768601 -0.710 1.311 -1.517 -0.50
C -0.815455 -2.121464 2.790052 -0.307 1.342 -0.064 0.44
N -1.871153 -1.677693 2.033003 0.064 0.154 0.019 -0.16
C -3.064460 -2.205315 2.184823 -0.637 -0.012 -1.810 -0.23
C -3.239722 -3.300798 3.045415 -1.299 0.992 -1.125 -1.10
C -2.226912 -3.660366 3.827623 0.300 -1.396 2.234 -0.54
C -0.975836 -3.060552 3.806115 0.967 -0.806 -0.954 -0.04
H 2.218821 -3.188835 4.994829 -0.558 0.636 -0.558 0.36
H -3.892483 -1.851846 1.466151 1.437 -0.401 1.395 0.45
H -4.184147 -3.805211 3.011064 -0.311 -0.197 0.371 0.42
H -2.353702 -4.407545 4.596400 -0.191 -0.430 -0.139 0.40
O -0.514461 -1.060532 -1.377047 0.019 0.636 -0.083 -1.46
P 0.876256 -0.535536 -1.662088 1.697 -1.761 -1.539 1.22
C 1.253557 1.178120 -1.420476 -0.960 -0.717 0.079 0.83
C 0.831754 2.087313 -2.369167 -0.003 -0.092 -1.031 -0.85
C 0.888660 3.421856 -2.089248 0.816 0.565 1.126 -0.89
C 1.452150 3.818457 -0.874144 -0.382 0.961 -0.063 -0.46
C 1.910838 2.893563 0.069683 -0.223 1.998 0.376 -0.69
C 1.717625 1.578816 -0.181419 1.173 -1.462 0.269 0.01
C 1.339969 -0.934128 -3.443010 -1.165 0.732 0.069 0.11
C 0.305021 -1.422381 -4.217269 -0.876 -1.563 -0.171 -0.05
C 0.417499 -1.767482 -5.563996 3.141 1.132 1.339 -1.01
C 1.667209 -1.540992 -6.159369 -0.601 -0.007 -1.092 -0.22
C 2.700822 -0.888461 -5.478044 -0.236 -0.096 0.140 -0.82
C 2.504508 -0.619741 -4.124533 1.598 1.356 0.889 0.06
C 2.047138 -1.523846 -0.725060 0.951 -0.191 0.123 0.75
C 1.596975 -2.638145 -0.018138 1.547 0.705 -0.965 -0.73
C 2.563526 -3.510263 0.454292 -0.162 -1.698 -0.061 -0.58
C 3.908762 -3.302764 0.285527 1.045 0.980 0.033 -0.68
C 4.386285 -2.086391 -0.256387 -0.884 -1.381 -0.299 -0.81
C 3.450987 -1.281213 -0.845788 -1.148 2.216 0.706 -0.01
H 0.552524 1.774463 -3.366957 -0.331 -0.235 0.089 0.42
H 0.605124 4.203068 -2.764815 -0.301 -0.003 -0.447 0.50
H 1.460610 4.914787 -0.739216 0.366 -0.733 0.412 0.33
H 2.369853 3.198918 1.014636 -0.214 0.058 -0.389 0.45
H 2.109146 0.838350 0.521971 -0.502 0.140 -0.069 -0.13
H -0.578378 -1.778316 -3.726713 -0.615 0.354 0.353 0.22
H -0.322332 -2.267396 -6.090951 -1.419 -0.676 -0.758 0.53
H 1.749773 -1.857768 -7.215935 0.328 0.380 0.656 0.33
H 3.632655 -0.555682 -5.975463 -0.718 -0.483 0.358 0.36
H 3.288066 -0.054969 -3.561269 -0.508 -0.653 -0.614 0.21
H 0.571190 -2.865323 0.055309 -1.062 -0.146 0.124 0.56
H 2.284283 -4.514763 0.805507 -0.160 0.674 0.215 0.36
H 4.617150 -4.057677 0.602664 -0.051 0.015 0.118 0.40
H 5.427867 -1.844188 -0.340302 0.326 -0.043 0.166 0.49
H 3.748245 -0.243457 -1.143947 -0.145 -1.157 -0.302 0.24
C -3.647714 -1.611056 -1.428729 -2.185 1.319 -2.430 -0.63
O -3.876404 -0.679938 -0.418839 0.666 1.305 0.434 -0.52
H -2.952256 -1.242526 -2.178998 0.180 -0.005 0.000 0.14
H -4.623445 -1.816290 -1.949672 0.802 -0.069 0.293 0.27
H -3.290192 -2.475853 -1.026215 1.042 -2.540 1.095 0.38
H -3.598947 0.172921 -0.804533 -0.284 0.256 0.517 0.35
```
Positions in Å, forces in eV/Å.



Here is C37H27Cl3N3O2ReS2Si as an isolated structure from the Open Molecules 2025 dataset. Energies are from ωB97M-V with the def2-TZVPD basis set.

Energy above the lowest of the compared OMol25 structures with the same formula, charge and spin = 0.0 kJ/mol
Lowest unoccupied orbital energy (alpha / beta) = 0.94 / 1.35 eV
HOMO (alpha / beta) = -5.3 / -5.4 eV
Total charge = -1
<S²> = 0.76
Calculated total energy = -4285.9611 hartree
HOMO-LUMO gap (alpha / beta) = 6.2 / 6.8 eV
Spin multiplicity = 2

```
76
Properties=species:S:1:pos:R:3:forces:R:3:mulliken_charge:R:1
Re 0.292636 -0.328039 0.925572 2.568 -0.742 -0.660 2.00
O 1.364779 1.355222 0.595739 -1.271 -2.882 0.487 0.07
C 1.040463 2.581147 0.089685 -0.834 1.436 -0.657 2.57
C -0.477059 2.646931 -0.293503 0.618 -0.202 0.475 -1.88
C -0.859934 1.571864 -1.257220 -0.228 0.332 -0.304 0.24
C -1.215829 1.934037 -2.550761 0.002 -0.195 -0.012 -0.60
C -1.622748 0.965362 -3.448969 0.028 -0.016 0.230 -1.21
C -1.675708 -0.344915 -3.017282 0.084 0.165 0.053 -0.71
C -1.245588 -0.671547 -1.732881 -0.248 -0.110 -0.541 0.95
C -1.130404 -2.131577 -1.408435 0.081 -0.149 0.605 -3.52
C -1.466874 -2.637149 0.026629 -1.113 -0.427 -0.951 2.64
O -0.593666 -2.131639 0.953726 1.572 2.579 0.112 -0.15
C -1.304491 -4.165725 -0.024475 0.239 0.034 0.095 -0.23
C -2.242900 -4.973869 -0.653287 0.035 0.020 -0.029 -0.17
C -2.097533 -6.350471 -0.639930 -0.116 -0.082 -0.084 -1.09
C -1.015220 -6.934797 -0.000116 -0.008 -0.114 -0.032 -0.41
C -0.063085 -6.131452 0.600350 -0.004 -0.145 0.026 -0.96
C -0.206172 -4.756000 0.582216 0.055 0.263 0.079 -0.16
C -2.903884 -2.368236 0.484115 0.032 0.118 -0.053 -0.03
C -3.901808 -1.809493 -0.299807 0.186 -0.134 -0.022 0.07
C -5.184403 -1.654648 0.208048 -0.123 -0.018 -0.066 -0.90
C -5.473300 -2.036768 1.505291 -0.096 0.071 -0.023 -0.50
C -4.473693 -2.569181 2.301616 0.131 -0.131 0.032 -0.81
C -3.206226 -2.750124 1.786994 0.026 0.109 -0.015 -0.35
N -0.843073 0.278793 -0.876031 0.042 -0.044 0.423 0.53
C 1.835622 2.881624 -1.187728 0.142 -0.215 0.033 -0.40
C 2.329256 1.827101 -1.939198 -0.082 -0.145 0.090 0.26
C 3.027974 2.055032 -3.109606 0.073 0.033 -0.152 -0.98
C 3.243490 3.349017 -3.548382 0.042 0.031 -0.125 -0.57
C 2.759743 4.410326 -2.800577 -0.009 0.136 -0.090 -0.87
C 2.060849 4.180892 -1.627987 -0.088 0.018 0.009 -0.49
C 1.420640 3.649217 1.119081 0.038 -0.152 0.078 -0.72
C 0.676748 4.785425 1.402695 0.078 -0.190 -0.148 0.44
C 1.163193 5.725683 2.295989 -0.059 0.182 0.042 -1.02
C 2.384164 5.546350 2.919912 -0.015 0.106 0.109 -0.49
C 3.126829 4.410837 2.645763 0.053 -0.082 0.019 -0.96
C 2.647295 3.474007 1.749779 0.055 -0.083 0.001 -0.64
H -1.046309 2.542413 0.629585 -0.148 0.034 0.016 0.34
H -0.691462 3.618587 -0.735004 -0.063 -0.046 -0.022 0.81
H -1.151699 2.969404 -2.846546 -0.006 0.095 0.053 0.51
H -1.885539 1.224907 -4.464290 -0.056 0.026 -0.047 0.42
H -1.999417 -1.127856 -3.686916 0.004 -0.097 0.034 0.55
H -1.722041 -2.700806 -2.127969 0.086 0.077 0.009 0.66
H -0.074687 -2.396328 -1.549057 -0.133 -0.122 -0.068 0.61
H -3.098275 -4.522318 -1.138016 -0.124 -0.001 0.006 0.39
H -2.840178 -6.977603 -1.116525 -0.035 0.015 -0.026 0.38
H -0.920628 -8.012293 0.029432 0.018 -0.030 -0.018 0.39
H 0.785570 -6.575256 1.100052 0.090 -0.027 0.018 0.42
H 0.525545 -4.117848 1.053532 0.085 0.046 0.066 0.40
H -3.682177 -1.485425 -1.307315 -0.048 0.015 -0.094 0.26
H -5.963686 -1.237013 -0.414868 -0.013 0.071 -0.039 0.42
H -6.469830 -1.914674 1.903721 -0.098 0.052 0.000 0.39
H -4.673346 -2.853844 3.323581 -0.076 -0.010 0.102 0.41
H -2.420099 -3.171046 2.395886 0.049 -0.042 0.102 0.58
H 2.182899 0.814734 -1.595873 0.017 -0.111 0.079 -0.01
H 3.413246 1.216895 -3.670498 0.044 -0.100 -0.055 0.48
H 3.787272 3.532390 -4.465607 0.050 0.011 -0.013 0.40
H 2.938641 5.426802 -3.126958 -0.008 0.036 -0.005 0.41
H 1.707001 5.022050 -1.048246 -0.013 0.046 0.060 0.46
H -0.281704 4.952784 0.934480 -0.111 -0.009 -0.018 0.33
H 0.579474 6.609906 2.501027 -0.097 0.110 0.061 0.42
H 2.751262 6.282317 3.624398 -0.008 0.013 -0.015 0.40
H 4.077928 4.252095 3.133535 0.067 -0.032 0.016 0.45
H 3.221366 2.585070 1.526987 0.040 -0.044 0.038 0.54
S 2.103012 -1.034491 2.311628 -0.592 0.497 0.167 -0.50
C 3.082073 -1.266995 0.893381 0.378 -0.393 0.264 1.01
S 2.197081 -1.525180 -0.543937 -0.736 0.297 0.018 -0.67
C 4.463243 -1.284007 0.954977 -1.084 0.087 0.040 0.43
C 5.242251 -1.621458 -0.156988 0.424 -0.171 -0.766 0.05
N 5.906835 -1.918769 -1.048840 0.103 -0.036 -0.191 -0.60
C 5.152043 -0.930977 2.121778 0.330 0.177 0.723 -0.09
N 5.739333 -0.611808 3.058502 0.144 0.035 0.246 -0.59
Cl -3.179439 0.965429 1.674164 0.020 0.088 -0.025 -0.34
Si -1.284355 0.556930 2.519722 -0.578 0.501 -0.008 0.23
Cl -0.814462 2.383758 3.413917 0.139 0.031 -0.064 -0.33
Cl -1.826830 -0.553714 4.162138 0.051 -0.468 0.327 -0.35
```
Positions in Å, forces in eV/Å.



- Which value of calculated total energy does entry 3 give?
  -4285.9611 hartree